78
Properties=species:S:1:pos:R:3:forces:R:3:lowdin_charge:R:1 method="wB97M-V/def2-TZVPD" gap_ev="7.7 / 7.7" charge=+1 largest_force_ev_per_a=1.23 lumo_energy_ha="-0.099 / -0.099" e_above_lowest_kcal_mol=0.0 total_energy_ev=-62032.263
Pd 0.53729 -1.69209 0.53287 0.92 -0.80 -0.17 1.0129
C 3.96688 -4.02462 0.31273 -0.08 0.03 -0.04 -0.1508
P 2.70643 -3.90125 1.59159 0.18 0.01 0.13 0.6020
C 2.57183 -5.55098 2.28522 -0.02 0.04 -0.01 -0.1672
C 3.30666 -2.83410 2.91262 -0.03 0.00 -0.04 -0.1573
O 1.34453 -3.49126 1.05860 -0.15 -0.18 0.27 -0.4748
H 4.96079 -4.03686 0.75952 0.00 -0.04 0.01 0.0656
H 3.90311 -3.19018 -0.38299 0.01 0.04 0.04 0.0291
H 3.81644 -4.94917 -0.24522 -0.01 0.00 0.00 0.0622
H 3.54337 -5.88788 2.64898 0.00 0.00 0.00 0.0674
H 2.21616 -6.23965 1.51952 0.01 0.00 -0.01 0.0609
H 1.86265 -5.53852 3.11223 0.00 0.01 0.00 0.0614
H 4.39226 -2.75059 2.88347 0.00 -0.02 0.01 0.0609
H 3.00662 -3.24372 3.87671 -0.04 0.02 0.00 0.0591
H 2.87213 -1.84367 2.79108 0.02 0.01 -0.03 0.0351
C -4.24664 -4.61108 0.65582 -0.02 -0.01 0.00 -0.0105
N -3.11101 -3.84787 1.12499 0.07 0.01 0.00 -0.0805
C -3.00583 -3.22955 2.43465 0.02 -0.02 0.00 -0.0203
C -1.71154 -2.43123 2.29685 -0.15 -0.09 0.03 -0.4724
O -1.21786 -1.72387 3.13948 0.00 -0.01 -0.01 0.0698
N -1.21799 -2.65708 1.02990 0.04 0.63 0.02 0.0256
C -2.07397 -3.44157 0.38201 -0.06 0.05 -0.20 -0.4050
N -1.90989 -3.78075 -0.89342 0.11 -0.13 0.06 0.2418
H -4.77524 -5.01227 1.51698 0.00 0.00 0.00 0.1001
H -3.92138 -5.46023 0.05355 0.00 0.00 0.00 0.0920
H -4.93916 -3.99778 0.07471 0.01 0.00 0.00 0.0980
H -2.92121 -3.96715 3.23403 0.00 0.00 0.00 0.1442
H -3.84325 -2.56360 2.64844 0.01 0.01 0.00 0.1369
H -1.05941 -3.49499 -1.34889 -0.03 0.05 -0.02 0.1193
H -2.49966 -4.45608 -1.34337 -0.03 0.03 -0.01 0.1130
N 2.39676 -0.89855 0.45001 -0.03 0.03 -0.25 0.0253
C 2.99115 -0.80023 -0.56596 0.21 0.22 -0.01 -0.3418
N 3.75143 -0.75765 -1.58023 -0.09 -0.18 0.11 0.0986
C 3.51230 0.07163 -2.58185 -0.03 0.04 -0.03 -0.3519
N 3.34206 0.74644 -3.50515 -0.15 0.18 0.03 0.1255
C 3.02359 3.74822 0.88673 0.00 0.00 0.02 -0.0467
O 2.48640 3.51806 -0.40829 0.00 0.00 -0.02 -0.0787
C 2.19637 4.58900 -1.17568 0.03 -0.01 -0.06 -0.2373
C 2.48597 5.90654 -0.84635 0.00 0.01 0.00 -0.0002
C 2.17562 6.92925 -1.73465 0.01 0.01 0.03 -0.0622
C 1.58291 6.66025 -2.95545 -0.01 -0.01 -0.04 -0.0754
C 1.27702 5.34715 -3.28490 -0.06 0.01 0.03 -0.0109
C 1.55950 4.32657 -2.39794 0.01 0.07 0.02 -0.1739
N 1.28104 2.97046 -2.76147 0.30 -0.08 -0.12 0.1500
C 0.64842 2.07004 -2.06034 -0.13 -0.06 0.02 0.0184
C -0.12413 2.22531 -0.89132 0.03 -0.10 0.00 -0.1351
C -0.64290 3.45817 -0.42443 -0.01 0.04 0.05 -0.0282
C -1.21901 3.55159 0.80872 0.00 0.04 -0.06 -0.0705
C -1.24282 2.41140 1.63996 0.01 -0.08 0.02 -0.0449
C -0.78142 1.19573 1.21455 0.01 0.04 0.02 -0.0187
C -0.26802 1.04032 -0.09806 -0.15 -0.07 -0.05 -0.3398
O 0.07939 -0.10617 -0.58361 -0.32 0.21 0.25 -0.2157
H 3.10344 2.76949 1.35106 0.01 0.00 -0.01 0.0951
H 2.35516 4.37784 1.47809 0.00 0.00 0.00 0.1004
H 4.01208 4.20775 0.82651 0.00 0.00 0.00 0.0999
H 2.96956 6.14042 0.09052 -0.01 0.00 0.00 0.1100
H 2.41362 7.94914 -1.46332 0.01 0.00 0.00 0.1124
H 1.35934 7.45978 -3.64717 -0.01 0.00 0.00 0.1084
H 0.80201 5.10739 -4.22783 0.01 0.00 0.00 0.1228
H 1.85570 2.59096 -3.51287 -0.01 -0.03 0.06 0.1332
H 0.78887 1.05954 -2.42428 0.02 -0.03 0.00 0.1348
H -0.59805 4.32837 -1.06547 0.02 0.01 0.01 0.1219
H -1.63493 4.48725 1.15476 0.01 0.00 0.00 0.1070
H -1.64603 2.49582 2.64236 0.00 0.00 0.00 0.1165
H -0.80656 0.32979 1.86690 -0.03 0.00 -0.01 0.0875
C -4.53143 0.65736 -0.37189 0.01 0.01 0.01 -0.1365
C -3.67189 0.97182 -1.59940 0.00 -0.02 -0.02 -0.1423
C -2.94395 -0.34645 -1.80588 0.06 0.09 0.03 -0.1925
O -2.64271 -0.80235 -0.49169 -0.42 0.04 0.00 -0.1922
C -3.69417 -0.38584 0.38405 -0.04 -0.01 -0.02 -0.1829
H -5.48876 0.23434 -0.67827 0.00 0.00 0.00 0.1108
H -4.73507 1.53608 0.23743 0.00 0.00 0.00 0.1128
H -2.95147 1.76140 -1.37734 0.01 -0.01 0.02 0.1001
H -4.26229 1.27265 -2.46368 0.01 0.01 0.00 0.1171
H -1.99784 -0.25601 -2.33966 -0.01 -0.01 -0.02 0.1155
H -3.58297 -1.07330 -2.32606 0.01 0.00 -0.01 0.1223
H -3.23352 0.02536 1.28360 0.01 -0.02 0.01 0.1083
H -4.30287 -1.25246 0.67258 -0.02 0.01 -0.04 0.1056


112
Properties=species:S:1:pos:R:3:forces:R:3:lowdin_charge:R:1 method="wB97M-V/def2-TZVPD" gap_ev="8.4 / 8.3" charge=0 largest_force_ev_per_a=9.45 lumo_energy_ha="-0.025 / -0.026" spin_multiplicity=2 total_energy_ev=-2852861.328
C 4.70397 -3.98583 -0.14987 0.60 1.06 -0.32 -0.0660
C 4.39393 -2.53634 -0.92497 1.84 -1.70 -1.93 -0.3963
C 5.62009 -2.41016 -2.05616 0.08 0.41 -0.43 -0.0582
C 2.99698 -2.55482 -1.78043 -0.90 -1.30 0.77 -0.0815
C 1.68372 -1.97437 -0.92275 0.98 -0.42 -1.04 -0.3363
C 0.41075 -2.05284 -1.95215 0.63 -0.08 -0.66 -0.1329
C -0.79081 -0.97682 -1.66320 -1.22 -0.51 -0.65 -0.1850
C -2.26465 -1.75237 -1.50858 1.67 0.13 2.12 -0.2162
S -3.66585 -0.61827 -2.04905 -4.22 0.03 -4.71 0.7752
O -3.37492 0.11336 -3.39729 -0.18 -2.36 5.38 -0.4017
O -4.97853 -1.44290 -2.13540 4.74 2.64 1.18 -0.3844
O -3.90515 0.65550 -0.88914 2.42 -4.39 -0.31 -0.5072
C 1.45765 -3.04883 0.30697 0.17 -0.38 1.16 -0.1139
C -0.08974 -3.17079 0.83391 -3.31 -5.58 -4.02 -0.5686
O -0.90656 -4.12305 0.30752 5.33 6.77 3.90 -0.1021
Br -0.81192 -1.87886 2.22849 0.76 -1.17 -1.38 0.6224
C 2.09990 -0.46615 -0.43865 -1.15 0.03 0.09 -0.0644
C 3.70836 -0.17668 -0.34259 -0.30 3.01 1.30 -0.3979
C 3.89794 0.90779 0.91745 0.41 0.32 -0.65 -0.0701
C 4.16366 0.63628 -1.69293 -0.53 -0.63 -0.54 -0.0754
N 4.56462 -1.36718 0.01440 -2.66 -1.30 1.33 -0.1148
O 4.48204 -1.71127 1.31087 0.40 0.88 -2.58 -0.1087
H 4.73266 -4.80203 -0.98806 -0.35 1.46 1.71 0.0948
H 5.80039 -3.90325 0.28213 -2.41 -0.26 -0.83 0.0173
H 3.96123 -4.20414 0.72711 1.49 0.31 -1.86 0.0805
H 5.34201 -1.62334 -2.90532 0.56 -1.66 1.90 0.0780
H 5.79116 -3.44297 -2.59987 -0.35 2.05 1.21 0.0938
H 6.63730 -2.03828 -1.56268 -2.24 -0.96 -0.91 0.0980
H 2.73799 -3.70389 -1.97137 0.70 2.39 0.24 0.1402
H 3.09818 -2.07191 -2.84276 -0.21 -0.59 2.23 0.0787
H 0.84431 -1.83559 -3.04290 -0.98 -0.32 2.36 0.0992
H 0.03707 -3.18518 -2.00427 0.64 2.52 0.31 0.1374
H -0.90198 -0.29763 -2.62092 0.33 -1.13 2.12 0.0460
H -0.67384 -0.34567 -0.68437 0.08 -1.13 -2.02 0.1117
H -2.42370 -1.92491 -0.33794 -0.01 0.32 -2.58 0.0780
H -2.27579 -2.81525 -1.99746 -0.51 2.36 0.46 0.1336
H -4.02951 0.22869 0.02730 0.22 0.35 -1.51 -0.0249
H 1.78579 -4.13999 -0.04761 -1.16 2.40 0.66 0.1398
H 2.12199 -2.82299 1.26013 -1.31 -0.12 -2.01 0.1276
H 1.65629 0.35326 -1.18454 0.95 -1.90 1.45 0.1379
H 1.55396 -0.26708 0.59251 1.34 -0.35 -1.98 0.1127
H 3.78508 1.96839 0.42731 0.02 -1.94 1.17 0.0746
H 5.00538 0.86150 1.35079 -2.51 -0.06 -0.83 0.0873
H 3.08435 0.76301 1.75891 1.91 0.22 -1.72 0.0766
H 3.81101 0.00543 -2.62681 0.91 1.38 1.74 0.0398
H 5.32241 0.84895 -1.77052 -2.42 -0.46 0.34 0.1090
H 3.54068 1.65170 -1.73429 1.49 -2.23 0.20 0.0930
C -6.74576 -0.46372 2.09782 -0.60 -0.06 -0.01 -1.5676
Br -7.07750 0.74213 3.58780 0.13 -0.26 -0.36 0.6006
Br -7.33126 0.29770 0.40618 -0.52 -1.44 1.49 0.5262
Br -4.88785 -1.03604 2.02953 -0.26 0.12 0.02 0.6401
H -7.35027 -1.36011 2.27125 0.59 0.38 0.16 -0.1334
C 5.36557 3.96912 3.59177 -0.07 0.21 0.18 -1.5638
Br 4.69691 4.93625 2.04202 0.20 -0.30 0.35 0.5665
Br 4.07688 2.66542 4.24282 0.38 0.32 -0.20 0.5830
Br 7.10138 3.16139 3.24744 -0.77 -0.30 0.20 0.5110
H 5.50789 4.70443 4.39057 -0.06 -0.34 -0.37 -0.0192
C 1.46035 0.10907 -5.93693 -0.15 0.18 -0.23 -1.5479
Br -0.43428 -0.19868 -5.62092 0.56 -0.27 -0.21 0.5778
Br 2.18112 1.46892 -4.74717 0.18 -0.55 -0.43 0.5474
Br 2.48559 -1.54202 -5.85438 -0.21 0.34 0.07 0.5736
H 1.55586 0.49405 -6.95756 -0.02 -0.18 0.47 -0.0180
C -10.19899 3.06494 4.43482 -0.04 -0.09 -0.26 -1.6023
Br -9.77519 4.88716 3.90180 -0.10 -0.46 0.18 0.5617
Br -9.42587 2.61790 6.16302 -0.20 0.09 -0.39 0.5320
Br -12.11353 2.72379 4.38829 0.47 0.60 -0.07 0.5255
H -9.73779 2.40046 3.69673 -0.18 0.27 0.33 -0.0564
C 9.82484 2.04483 0.70700 -0.13 0.18 -0.06 -1.5897
Br 10.82801 1.96843 -0.95793 -0.22 -0.12 0.49 0.5475
Br 8.51065 0.61555 0.82649 0.38 0.25 -0.05 0.5082
Br 10.99817 2.08081 2.25814 -0.28 -0.18 -0.40 0.5261
H 9.27066 2.98923 0.70332 0.25 -0.34 0.01 -0.0580
C 10.50231 6.64240 2.01291 0.02 0.29 0.20 -1.5551
Br 9.83365 7.60953 0.46316 0.00 -0.03 0.72 0.5358
Br 9.21362 5.33870 2.66397 0.49 0.67 -0.39 0.5133
Br 12.23812 5.83467 1.66858 -0.40 0.14 -0.01 0.5471
H 10.64463 7.37771 2.81172 -0.03 -0.33 -0.38 -0.0227
C 9.06219 -3.22603 2.86625 0.20 0.00 -0.25 -1.5835
Br 8.86258 -4.79429 3.99978 0.00 0.41 -0.25 0.5587
Br 7.37724 -2.70858 2.04320 0.35 -0.05 0.42 0.6142
Br 9.88745 -1.74443 3.81905 -0.25 -0.37 -0.21 0.5444
H 9.74286 -3.50287 2.05441 -0.29 0.12 0.40 -0.0208
C 10.23775 5.99061 -3.68167 0.17 -0.21 -0.12 -1.5860
Br 10.66155 7.81282 -4.21469 -0.14 -0.42 0.18 0.5572
Br 11.01087 5.54357 -1.95347 -0.07 -0.01 -0.77 0.4900
Br 8.32321 5.64945 -3.72820 0.45 0.12 0.07 0.5534
H 10.69895 5.32612 -4.41977 -0.23 0.33 0.32 -0.0232
C -13.23484 -1.61639 4.81958 0.06 -0.24 0.15 -1.5839
Br -12.77938 -2.68942 3.26223 -0.08 0.32 0.31 0.5244
Br -11.75745 -0.47730 5.37098 -0.31 -0.70 -0.03 0.5243
Br -14.86980 -0.59889 4.54461 0.41 -0.20 0.02 0.5545
H -13.42620 -2.31268 5.64274 0.07 0.30 -0.38 -0.0313
C -6.48037 3.62855 -1.73152 -0.13 0.07 0.34 -1.5326
Br -5.53301 3.90649 -3.40766 -0.21 -0.04 0.36 0.5710
Br -5.61740 2.27930 -0.62741 -0.66 3.78 -1.68 0.6744
Br -6.74393 5.29537 -0.76392 0.05 -0.24 -0.25 0.5549
H -7.47431 3.24580 -1.98570 0.45 0.20 0.07 -0.0192
C -9.89407 -3.85660 0.03121 0.09 -0.19 -0.11 -1.5629
Br -10.09369 -5.42486 1.16474 -0.01 0.40 -0.24 0.5471
Br -11.57903 -3.33914 -0.79184 0.42 -0.10 0.32 0.5648
Br -9.06881 -2.37499 0.98401 -0.82 -0.85 -0.47 0.6261
H -9.21341 -4.13343 -0.78063 -0.29 0.16 0.38 -0.0176
C -15.13703 -6.27258 3.39963 -0.09 -0.17 -0.02 -1.5938
Br -15.46877 -5.06673 4.88961 0.07 -0.26 -0.34 0.5461
Br -15.72253 -5.51115 1.70799 0.21 -0.14 0.45 0.5536
Br -13.27912 -6.84490 3.33134 -0.46 0.20 0.02 0.5345
H -15.74155 -7.16896 3.57305 0.28 0.43 -0.07 -0.0248
C -1.65211 3.86143 -4.72251 -0.27 -0.11 0.13 -1.5661
Br -0.70475 4.13938 -6.39864 -0.15 -0.07 0.40 0.5560
Br -0.78915 2.51219 -3.61839 -0.58 0.92 0.08 0.5145
Br -1.91568 5.52826 -3.75490 0.15 -0.41 -0.27 0.5502
H -2.64605 3.47868 -4.97669 0.44 0.13 0.13 -0.0346


79
Properties=species:S:1:pos:R:3:forces:R:3:lowdin_charge:R:1 method="wB97M-V/def2-TZVPD" gap_ev=7.6 charge=0 largest_force_ev_per_a=1.60 lumo_energy_ha=-0.035 e_above_lowest_kcal_mol=0.0 total_energy_ev=-76959.052
O 0.23264 -0.59502 -2.09951 -0.12 -0.38 1.55 -0.2421
C -0.62021 -0.33838 -3.17781 -0.32 0.48 -0.19 -0.3864
C -0.34145 1.03966 -3.78745 -0.35 -0.15 -0.02 -0.1896
C 0.26448 2.06769 -3.06421 0.04 -0.08 -0.20 -0.0353
H 0.53880 1.89671 -2.01679 -0.02 0.10 -0.46 0.0935
C 0.49679 3.30224 -3.68708 -0.22 -0.21 -0.04 -0.0724
H 1.01039 4.08792 -3.12860 -0.24 -0.14 -0.21 0.1057
C 0.05790 3.52278 -4.99660 0.15 -0.07 0.10 -0.0955
H 0.22507 4.49142 -5.47077 -0.05 -0.27 0.14 0.0985
C -0.58748 2.50116 -5.70440 0.05 0.00 0.19 -0.0869
H -0.94473 2.66884 -6.72192 0.13 0.00 0.28 0.1003
C -0.77510 1.26261 -5.09851 0.13 0.21 0.12 -0.0471
H -1.29054 0.45341 -5.62083 0.17 0.23 0.03 0.1189
H -0.41951 -1.07529 -3.98059 0.14 0.02 0.21 0.1472
C -2.48044 -1.96682 -2.49598 -0.15 -0.36 -0.07 -0.0639
C -2.07184 -0.55117 -2.76414 0.00 1.10 -0.14 -0.3030
H -3.56279 -2.08147 -2.62826 0.33 -0.17 -0.07 0.0836
H -2.25724 -2.30926 -1.47496 -0.10 0.11 -0.26 0.0344
H -1.93201 -2.63658 -3.17126 -0.25 0.01 0.03 0.0904
C -2.87641 0.50929 -2.58169 0.27 -0.33 0.16 -0.1276
C -4.28963 0.46322 -2.11602 -0.58 0.14 -0.21 -0.1645
H -2.48759 1.51880 -2.74580 -0.03 -0.35 -0.16 0.1267
H -4.93122 0.87271 -2.90393 -0.02 0.05 0.02 0.0818
H -4.42048 1.08788 -1.22599 -0.02 -0.08 -0.29 0.0395
H -4.65652 -0.53859 -1.87274 0.16 0.26 -0.04 0.0483
Tl -0.71929 -0.52257 -0.11282 0.41 0.31 -0.64 0.9508
Cl -3.18931 -0.35164 0.50845 0.95 -0.28 0.08 0.2429
C -1.30975 -0.37931 2.79640 0.45 -0.16 0.00 -0.3885
O -0.58690 -1.17003 2.12756 -0.72 0.76 0.03 -0.1182
N -1.49004 -0.47550 4.10259 0.23 -0.26 -0.24 -0.1520
C -0.95060 -1.62869 4.81363 0.01 0.03 0.21 -0.0147
C -2.20292 0.57047 4.83535 -0.06 -0.21 -0.22 -0.0061
H -1.85447 0.43909 2.30842 0.30 -0.02 0.34 0.0569
H -0.39315 -2.25519 4.10775 -0.18 0.24 0.25 0.0963
H -1.76866 -2.20990 5.25544 0.09 0.09 -0.10 0.0966
H -0.29224 -1.29574 5.62450 -0.05 -0.03 -0.19 0.0902
H -2.37995 1.40874 4.14476 0.03 -0.21 0.39 0.1027
H -1.58083 0.90628 5.67938 -0.28 -0.05 -0.29 0.0987
H -3.16541 0.17142 5.19056 0.30 0.25 0.04 0.0975
H 4.58916 1.27791 -2.13253 -0.14 0.12 -0.10 0.0927
H 4.53366 1.65857 0.44770 -0.10 -0.11 -0.07 0.0998
C 3.49795 1.20581 -2.02664 0.39 -0.22 -0.07 -0.0454
C 3.46438 1.41046 0.42246 -0.26 0.40 0.18 -0.0249
N 3.16322 0.62077 -0.74852 0.07 -0.99 0.15 -0.1748
H 3.09141 0.57067 -2.81840 0.04 0.27 0.03 0.0920
C 2.72984 -0.65908 -0.67874 -0.55 0.34 0.32 -0.3182
O 2.17220 -1.18618 0.29719 0.67 0.38 -0.76 -0.0368
H 3.19850 0.87281 1.33483 0.06 0.10 -0.35 0.0737
H 2.90406 -1.21487 -1.62858 -0.29 0.24 0.34 0.1404
H 3.06229 2.20835 -2.09334 0.02 -0.22 -0.08 0.0903
H 2.90577 2.35431 0.36981 0.08 -0.18 0.19 0.1003
H -0.30096 -6.04719 0.44525 -0.08 0.17 -0.18 0.1012
H 1.87221 -6.20439 -1.19648 -0.10 0.24 -0.17 0.0975
C -0.70840 -5.52247 -0.43136 -0.01 -0.16 0.07 -0.0192
C 1.35288 -5.49244 -1.85457 -0.14 0.16 -0.03 -0.0319
N 0.33538 -4.76101 -1.10968 -0.05 0.21 0.20 -0.1682
H -1.50198 -4.84004 -0.10844 0.27 -0.22 -0.11 0.0946
C 0.41512 -3.44166 -0.91632 -0.74 0.44 0.73 -0.2465
O -0.36712 -2.83904 -0.13408 0.81 -0.73 -0.97 -0.1072
H 2.06821 -4.76552 -2.25587 -0.09 -0.30 0.05 0.0930
H 1.18747 -2.91356 -1.49528 -0.22 -0.08 0.25 0.1323
H -1.11301 -6.27310 -1.11944 0.07 0.17 0.08 0.0943
H 0.88982 -6.04796 -2.68140 0.13 0.14 0.18 0.0946
O -1.16413 4.59803 3.54735 0.18 0.02 -0.40 -0.3041
S 0.06531 4.32634 2.84659 0.52 -0.65 -0.54 0.6376
O 1.03183 5.39191 2.68609 -0.72 -0.54 -0.06 -0.3007
N -0.19096 3.51035 1.42997 0.03 -0.19 -0.68 -0.0093
C 0.31357 2.28355 1.40339 -0.82 1.00 -0.40 -0.4876
O 0.31495 1.52061 0.36142 -0.37 0.00 0.79 -0.1189
C 0.89933 1.88629 2.70953 0.67 -0.31 0.80 -0.1558
C 1.50041 0.69465 3.11158 0.10 -0.10 -0.29 -0.0458
C 1.99052 0.57807 4.41145 0.00 0.33 0.22 -0.0612
C 1.92873 1.67169 5.29750 -0.17 0.11 -0.07 -0.0651
C 1.35257 2.88683 4.89426 0.01 -0.33 -0.31 -0.0277
C 0.84702 2.94208 3.59642 0.41 -0.02 1.36 -0.2326
H 1.60699 -0.11392 2.38807 -0.10 0.07 0.29 0.0953
H 2.43914 -0.36780 4.73796 -0.13 0.45 -0.14 0.1129
H 2.33531 1.58366 6.30763 -0.11 -0.04 -0.32 0.1043
H 1.28995 3.77528 5.53709 0.11 -0.56 -0.21 0.1279